Below is C60H160AsF6N22O13P5 as an isolated structure at a distorted geometry, with properties calculated with ωB97M-V/def2-TZVPD.

```
267
Properties=species:S:1:pos:R:3:forces:R:3:lowdin_charge:R:1
C 5.7425 0.7896 0.1171 0.080 0.208 0.040 -0.076
O 7.0569 1.1213 -0.2869 0.878 0.172 -1.744 -0.191
C 7.9827 1.2740 0.7265 -0.812 -0.331 -0.002 -0.235
C 9.3930 1.3017 0.1953 -0.045 -0.211 -1.504 -0.037
N 9.7066 0.2491 -0.9097 1.047 -0.340 0.410 0.078
H 9.5903 -0.7244 -0.6674 -0.544 -0.458 0.997 0.162
H 9.1574 0.3327 -1.7533 -0.802 0.708 0.004 0.173
C 11.1586 0.2639 -1.3442 -0.173 0.310 0.826 -0.076
C 12.0698 -0.2685 -0.1986 -0.428 0.420 -2.044 -0.241
O 11.5450 -1.4463 0.3460 0.155 0.637 1.274 -0.177
C 12.5310 -1.9459 1.3021 0.258 -0.605 -0.920 -0.046
H 5.1475 0.8385 -0.7949 -0.012 -0.585 0.290 0.083
H 5.3491 1.5361 0.8071 -0.006 0.092 0.283 0.079
H 5.7947 -0.1882 0.5959 -0.625 -0.098 -0.181 0.089
H 7.8458 0.4567 1.4347 0.207 -0.007 0.442 0.120
H 7.7603 2.2408 1.1779 0.484 0.084 0.755 0.140
H 10.0916 1.2031 1.0261 0.155 -0.151 -0.371 0.136
H 9.5720 2.2050 -0.3879 0.055 0.257 0.415 0.138
H 11.3753 1.2925 -1.6325 0.308 0.005 0.281 0.134
H 11.2657 -0.3203 -2.2582 -0.258 -0.306 0.225 0.138
H 12.2741 0.5169 0.5291 -0.024 -0.090 0.223 0.125
H 12.9690 -0.4864 -0.7748 0.622 0.030 0.397 0.132
H 12.1225 -2.5848 2.0850 -0.498 0.156 -0.386 0.098
H 13.1256 -1.1651 1.7764 -0.331 0.326 -0.056 0.089
H 13.2074 -2.5238 0.6723 0.263 -0.238 0.347 0.095
As -0.7251 0.1335 -0.0944 -1.226 -1.381 0.191 0.951
F -2.3927 -0.4636 -0.4930 1.873 0.769 0.106 -0.275
F -0.2814 0.4770 -1.8114 -0.740 -0.665 1.470 -0.281
F 0.8826 0.6357 0.3153 -0.339 0.171 -0.005 -0.260
F -1.0351 -0.2838 1.6640 0.205 0.997 -1.978 -0.294
F -0.1302 -1.5939 -0.2312 -0.321 1.945 -0.371 -0.299
F -1.3958 1.7791 0.0299 0.735 -1.320 0.236 -0.272
C -1.8811 -3.1540 2.9961 -0.545 -2.178 2.290 -0.311
O -1.8534 -3.5807 4.1655 0.070 1.005 -1.294 -0.036
N -2.2183 -3.9833 1.9659 0.135 0.414 0.077 -0.164
C -2.6526 -5.3807 2.1521 0.011 0.578 0.385 -0.029
C -2.0875 -3.4406 0.6436 -0.769 0.053 -0.676 -0.086
H -1.6892 -2.0939 2.7691 0.077 -0.358 -0.410 0.108
H -3.4855 -5.6700 1.5113 -0.118 0.608 -0.285 0.082
H -3.0073 -5.4978 3.1761 0.330 0.015 0.011 0.085
H -1.8861 -6.1232 1.9300 0.433 0.151 0.193 0.067
H -2.8819 -3.8827 0.0423 0.262 -0.194 -0.306 0.082
H -2.2836 -2.3690 0.6093 0.016 -0.118 0.377 0.051
H -1.0997 -3.5600 0.1986 -0.144 -0.379 -0.048 0.047
C 2.0863 1.9849 -3.4377 0.646 -0.877 -1.850 -0.254
O 1.9718 1.6612 -4.6644 0.213 1.577 3.490 -0.055
N 2.6085 3.1430 -2.9247 0.514 -0.915 -0.026 -0.176
C 2.8802 3.3685 -1.4988 -1.269 -0.876 0.030 -0.024
C 3.0798 4.1325 -3.8115 -0.364 1.147 -2.073 -0.085
H 1.8747 1.2614 -2.6353 -0.347 0.087 -0.148 0.121
H 3.3676 4.3294 -1.3336 0.104 -0.270 -0.227 0.090
H 3.4268 2.5286 -1.0700 0.337 0.182 -0.001 0.070
H 1.9251 3.3815 -0.9737 -0.034 0.154 0.219 0.087
H 3.2382 3.7019 -4.8002 -0.036 -0.194 0.008 0.089
H 2.2908 4.8692 -3.9622 0.096 0.396 -0.006 0.061
H 3.9921 4.6838 -3.5834 0.049 -0.406 0.718 0.092
C 3.9892 -1.9641 -7.9646 2.164 -0.704 0.801 -0.331
O 5.1019 -2.4576 -7.6384 -2.685 1.107 -0.788 -0.046
N 3.1941 -1.1963 -7.2179 0.375 -0.446 1.176 -0.180
C 1.9763 -0.6415 -7.7679 -0.148 0.620 0.534 -0.055
C 3.4334 -0.7339 -5.8244 0.024 0.588 -0.898 -0.026
H 3.4760 -2.0453 -8.9352 0.692 -0.619 -0.375 0.124
H 1.8001 -0.8622 -8.8207 0.332 -0.111 0.112 0.089
H 2.0508 0.4347 -7.6118 -0.278 0.199 -0.312 0.092
H 1.1107 -0.9627 -7.1885 -0.099 -0.179 -0.002 0.081
H 4.2436 -1.1351 -5.2154 -0.152 -0.915 -0.711 0.073
H 3.7251 0.3122 -5.9171 -0.476 0.249 0.209 0.080
H 2.4684 -0.8115 -5.3236 0.268 0.203 0.272 0.067
C 3.0005 -1.7462 -1.5062 1.281 -0.122 0.685 -0.290
O 4.0692 -1.4429 -0.9358 -1.248 -0.598 -1.235 -0.039
N 2.8352 -2.6421 -2.5118 0.862 0.319 -0.798 -0.145
C 3.9060 -3.4383 -3.2131 -0.566 0.935 1.427 -0.008
C 1.5307 -2.8992 -3.0709 -0.672 -1.263 1.076 -0.080
H 2.0467 -1.3222 -1.1560 0.027 -0.040 -0.188 0.108
H 4.5147 -2.8310 -3.8830 -0.157 -0.032 -0.027 0.069
H 3.3635 -4.2142 -3.7533 0.404 0.057 -0.058 0.081
H 4.5448 -3.8718 -2.4435 0.096 -0.067 -0.137 0.080
H 1.3216 -2.5239 -4.0727 0.250 0.211 0.078 0.084
H 1.4760 -3.9877 -3.0536 -0.275 -0.212 -0.722 0.069
H 0.7214 -2.6959 -2.3696 0.150 0.890 -0.047 0.069
C -0.4975 0.1409 7.6256 2.349 0.464 -0.237 -0.335
O 0.6330 0.6228 7.4393 -2.083 -0.562 0.474 -0.016
N -1.4797 0.0669 6.7338 -1.023 -0.472 -0.784 -0.163
C -2.7210 -0.5704 7.1186 -0.774 1.170 0.278 -0.058
C -1.4309 0.7281 5.4341 0.918 0.686 0.060 -0.024
H -0.8345 -0.3512 8.5511 0.478 0.097 0.307 0.126
H -2.8078 -0.7291 8.1934 0.784 -0.753 0.001 0.082
H -2.9553 -1.4471 6.5147 0.015 -0.008 0.166 0.084
H -3.5018 0.1889 7.0762 -0.428 -0.019 -0.870 0.081
H -1.5869 1.7985 5.5678 -0.353 0.165 0.091 0.072
H -0.4284 0.6588 5.0119 0.061 -0.312 0.063 0.069
H -2.1449 0.3839 4.6858 -0.042 -0.454 0.491 0.068
O -7.5372 -1.0799 1.9983 0.266 -0.247 0.154 -0.302
P -6.6773 0.1048 2.1231 1.429 2.314 -0.784 0.679
N -5.5485 0.0382 3.4845 -2.346 -2.505 -3.242 -0.288
C -4.9258 1.1079 4.0961 0.830 1.979 0.553 -0.182
C -4.7752 -1.2316 3.6236 -1.393 0.484 0.076 -0.073
N -7.5612 1.6322 2.2748 1.399 -0.376 1.422 -0.307
C -8.1608 2.3432 1.1668 1.362 -0.458 -0.774 -0.137
C -8.4270 1.8291 3.4410 0.069 -0.645 0.458 -0.137
N -5.7680 0.4116 0.6540 -1.183 -1.009 1.518 -0.280
C -5.7835 -0.5213 -0.5027 0.483 0.276 0.787 -0.097
C -4.8433 1.5248 0.6385 -0.400 0.785 -0.127 -0.136
H -5.0051 0.9370 5.1697 0.184 0.676 0.317 0.093
H -5.3216 2.0695 3.7693 -0.359 -0.193 0.326 0.044
H -3.8717 1.2112 3.8386 0.390 -0.238 -0.002 0.067
H -5.4558 -2.0599 3.4268 0.199 -0.084 -0.220 0.079
H -4.4775 -1.3213 4.6683 0.135 0.068 0.020 0.069
H -3.8908 -1.2788 2.9882 0.026 0.140 -0.138 0.067
H -9.1080 1.8555 0.9364 -0.156 0.437 -0.609 0.091
H -8.2432 3.4132 1.3577 -0.527 -0.018 0.629 0.076
H -7.4342 2.3809 0.3551 -0.392 -0.690 -0.527 0.066
H -9.0740 0.9569 3.5340 -0.276 0.025 0.370 0.080
H -7.9128 2.0154 4.3838 0.416 -0.438 -0.006 0.065
H -9.0509 2.7176 3.3435 -0.009 -0.065 -0.456 0.076
H -5.4855 0.0372 -1.3900 -0.215 0.157 -0.100 0.068
H -5.0432 -1.3162 -0.4120 0.122 -0.039 0.245 0.050
H -6.7445 -1.0102 -0.6631 -0.125 0.340 0.228 0.079
H -3.9030 1.5061 1.1896 0.335 -1.010 -0.125 0.064
H -5.3101 2.3966 1.0970 -0.443 0.203 -0.079 0.042
H -4.6566 1.7813 -0.4043 0.289 0.056 -0.002 0.076
O -3.7590 5.6453 -4.8847 0.420 -0.402 0.988 -0.296
P -3.0107 4.9293 -3.8169 0.054 -0.796 2.307 0.657
N -1.2793 5.1670 -3.8465 -1.554 -0.299 0.811 -0.301
C -0.6228 6.3573 -3.3753 0.270 -0.040 0.292 -0.109
C -0.5525 4.4395 -4.8287 -0.144 -1.101 -1.216 -0.133
N -3.4142 3.2587 -3.7993 0.289 1.986 0.392 -0.308
C -2.7986 2.2795 -2.9712 0.226 -0.543 0.651 -0.125
C -3.8725 2.6780 -4.9877 -0.517 0.693 -2.226 -0.153
N -3.4629 5.2367 -2.1629 0.658 0.342 -0.983 -0.280
C -4.7052 5.9765 -1.9054 0.273 -0.106 0.353 -0.116
C -2.5643 4.9909 -0.9816 0.221 1.470 -1.654 -0.099
H -0.8629 7.2564 -3.9429 -0.499 0.324 0.413 0.088
H 0.4496 6.2518 -3.5391 0.092 -0.269 0.028 0.062
H -0.7313 6.3853 -2.2911 -0.232 0.870 -0.118 0.058
H 0.4972 4.6990 -4.9656 -0.031 0.212 0.737 0.063
H -0.9378 4.6223 -5.8318 -0.333 -0.377 -0.312 0.086
H -0.6007 3.3862 -4.5526 0.145 -0.244 -0.564 0.069
H -3.4286 1.3910 -2.9288 -0.320 -0.004 0.005 0.067
H -1.8971 1.9161 -3.4645 0.660 -0.040 0.565 0.075
H -2.7011 2.5868 -1.9300 0.515 0.040 -0.294 0.051
H -3.0603 2.6249 -5.7127 0.198 -0.784 -0.398 0.077
H -4.3443 1.7105 -4.8161 0.069 0.038 -0.040 0.086
H -4.5691 3.3723 -5.4575 -0.328 -0.237 -0.055 0.077
H -5.6011 5.3680 -2.0287 -0.007 -0.323 0.194 0.074
H -4.6247 6.3213 -0.8745 -0.337 0.002 0.091 0.066
H -4.9033 6.8637 -2.5067 0.585 0.008 -0.317 0.071
H -2.0097 5.9241 -0.8837 0.307 0.112 0.588 0.053
H -1.8151 4.2333 -1.2119 -0.335 -0.157 0.207 0.058
H -3.0593 4.8451 -0.0215 -0.413 -0.493 -0.392 0.061
O 3.1223 0.8280 6.0366 0.355 0.285 -2.065 -0.294
P 3.2605 0.9247 4.5475 -1.753 -0.624 -0.213 0.578
N 2.6124 -0.4164 3.6854 1.751 1.667 0.322 -0.285
C 2.9820 -0.7532 2.2965 0.084 0.860 1.189 -0.116
C 1.6478 -1.2441 4.3538 0.066 -0.752 0.358 -0.111
N 4.8296 1.1385 3.9766 0.503 -2.422 -0.576 -0.283
C 5.5301 2.4071 3.8338 -0.031 -1.010 -0.516 -0.112
C 5.7104 -0.0979 3.7696 -0.450 1.212 0.461 -0.073
N 2.3231 2.1723 3.8788 0.841 1.147 0.928 -0.278
C 2.1747 2.4968 2.4349 -0.141 -0.771 1.617 -0.089
C 1.8330 3.2471 4.7745 -0.325 -0.371 -0.956 -0.105
H 3.7338 -0.0408 1.9568 0.211 -0.105 0.111 0.036
H 2.1608 -0.5710 1.6032 -0.177 -0.853 0.093 0.058
H 3.4450 -1.7395 2.3269 -0.374 -0.295 -0.683 0.084
H 2.0236 -2.2665 4.3142 -0.265 -0.392 -0.003 0.082
H 0.6441 -1.2181 3.9296 -0.027 0.115 -0.340 0.067
H 1.5527 -0.9969 5.4112 0.172 0.286 -0.041 0.068
H 6.5893 2.1513 3.8598 0.132 0.378 0.393 0.063
H 5.3632 2.7392 2.8091 -0.169 0.868 0.035 0.054
H 5.3038 3.1445 4.6039 -0.141 -0.015 -0.191 0.087
H 6.6129 0.2461 3.2645 0.061 0.024 0.091 0.039
H 6.0020 -0.5576 4.7139 -0.024 0.121 0.162 0.082
H 5.3137 -0.8957 3.1418 -0.508 0.334 0.060 0.054
H 1.1214 2.6774 2.2202 -0.150 -0.217 -0.083 0.067
H 2.6834 3.4339 2.2088 0.471 -0.049 -0.273 0.071
H 2.4997 1.6227 1.8706 0.043 0.523 -0.251 0.041
H 2.3515 3.3549 5.7272 -0.049 -0.436 -0.120 0.083
H 0.7658 3.0769 4.9167 0.014 0.052 0.597 0.052
H 1.8925 4.1907 4.2321 0.262 0.290 -0.036 0.056
O -3.4586 3.7300 6.0187 -0.196 0.802 -1.122 -0.302
P -3.4787 4.7999 4.9706 -1.341 -0.133 1.383 0.545
N -2.0816 5.0403 4.0960 1.703 0.652 -0.112 -0.273
C -1.4567 4.0184 3.1877 -0.817 0.724 0.706 -0.079
C -0.9704 6.0015 4.5218 -1.490 0.561 -0.061 -0.074
N -3.9613 6.2552 5.6784 0.909 0.546 0.170 -0.316
C -4.6458 6.3593 6.9687 0.309 -0.820 -0.304 -0.104
C -3.9749 7.5156 4.9196 0.378 -1.334 0.241 -0.108
N -4.7388 4.6083 3.8500 1.839 0.569 -3.202 -0.287
C -4.6777 5.2417 2.4642 1.009 -0.565 1.404 -0.093
C -6.0540 4.3584 4.3349 0.200 -0.786 0.294 -0.139
H -2.1936 3.4389 2.6316 -0.049 0.042 0.098 0.075
H -0.8185 3.3612 3.7785 -0.070 -0.118 -0.216 0.048
H -0.8516 4.6120 2.5024 0.040 -0.332 -0.259 0.080
H 0.0513 5.6814 4.3175 -0.346 -0.807 0.155 0.059
H -1.0406 6.3420 5.5549 -0.129 -0.525 0.151 0.079
H -1.0554 6.9288 3.9552 -0.233 0.083 -0.323 0.068
H -4.6280 7.3955 7.3062 -0.031 -0.029 -0.003 0.078
H -5.6682 6.0054 6.8361 -0.294 0.276 0.311 0.066
H -4.1953 5.7247 7.7319 0.145 0.024 -0.107 0.077
H -4.9556 7.9912 4.9280 -0.076 0.013 0.023 0.083
H -3.2262 8.1526 5.3905 -0.049 0.506 -0.380 0.078
H -3.7121 7.2553 3.8943 0.124 0.516 -0.044 0.056
H -4.8353 4.5331 1.6511 -0.135 -0.382 0.203 0.051
H -5.3481 6.0795 2.2722 -0.275 0.093 0.559 0.079
H -3.6543 5.6084 2.3849 -0.057 0.096 -0.353 0.046
H -6.6769 4.0664 3.4894 -0.239 0.190 0.073 0.073
H -6.4387 5.2211 4.8789 -0.444 -0.042 0.074 0.078
H -5.9461 3.4680 4.9542 -0.632 0.284 0.542 0.064
O 3.8694 -6.7975 1.4466 -1.501 -0.261 -0.042 -0.296
P 2.7338 -7.2434 0.5891 -1.065 1.304 -1.128 0.592
N 1.5725 -6.0269 0.1541 0.972 0.631 -1.301 -0.278
C 0.6400 -5.9855 -1.0070 -0.641 -1.874 1.616 -0.088
C 1.3421 -4.8615 0.9909 0.869 -0.044 0.312 -0.115
N 1.7512 -8.4516 1.2482 -0.851 -1.239 -0.311 -0.309
C 1.2695 -8.3671 2.6620 2.408 2.066 -1.594 -0.081
C 0.7269 -9.1881 0.5086 1.056 -1.282 -0.740 -0.143
N 3.2516 -7.7478 -0.9444 -0.601 0.336 0.629 -0.301
C 3.6212 -6.7704 -1.9391 -0.355 1.024 -0.468 -0.151
C 4.1096 -8.8945 -1.1037 0.069 -0.557 0.764 -0.128
H -0.0836 -5.1965 -0.8021 0.471 0.408 -0.566 0.057
H -0.0139 -6.8488 -0.8836 -0.094 -0.410 -0.526 0.059
H 1.0249 -6.0334 -2.0256 0.339 0.413 0.182 0.063
H 1.0572 -3.9739 0.4261 0.054 -0.094 -0.331 0.057
H 2.2942 -4.5997 1.4526 -0.282 -0.027 0.701 0.077
H 0.5189 -5.0682 1.6748 0.157 0.259 0.558 0.076
H 0.2940 -7.8818 2.6946 -0.282 -0.599 0.196 0.078
H 1.4388 -9.3032 3.1941 -0.393 0.190 -0.003 0.088
H 1.9828 -7.5857 2.9241 -0.108 -0.136 1.736 0.062
H -0.2544 -8.7535 0.3182 0.075 0.615 0.325 0.071
H 1.0934 -9.5922 -0.4350 0.162 0.452 -0.303 0.071
H 0.5816 -10.1101 1.0716 -0.363 -0.006 0.242 0.077
H 4.6922 -6.5769 -2.0000 0.319 -0.297 0.245 0.082
H 3.3100 -7.1078 -2.9278 -0.051 -0.121 -0.174 0.091
H 3.1952 -5.7777 -1.7937 -0.316 -0.236 0.314 0.048
H 3.7230 -9.5248 -1.9045 0.184 -0.230 -0.003 0.084
H 4.1970 -9.4434 -0.1661 -0.307 -0.277 -0.079 0.082
H 5.1315 -8.5859 -1.3242 0.085 0.054 -0.227 0.078
C -4.3953 -3.4185 -7.4221 -0.143 0.083 0.844 -0.041
C -3.3018 -2.9762 -6.3872 -0.163 -0.405 -1.310 -0.464
C -3.0367 -1.4485 -6.6092 0.186 -0.191 1.383 -0.126
C -2.2325 -0.7789 -5.4638 -1.197 -1.516 0.931 -0.132
C -2.9085 -1.2308 -4.0910 0.778 1.405 -0.703 -0.135
C -3.1021 -2.7206 -3.8433 0.548 -0.213 -0.181 -0.462
N -3.8141 -3.2444 -5.0203 -1.190 0.888 -0.021 -0.093
O -4.2544 -4.5928 -4.8548 1.024 0.033 -0.162 -0.017
C -1.6954 -3.3492 -3.7335 0.451 -0.412 0.793 -0.019
C -3.8841 -2.8178 -2.4863 -0.264 -0.541 -1.152 -0.006
C -1.9823 -3.6646 -6.8089 1.050 0.135 0.253 -0.055
H -5.3794 -3.0147 -7.1843 0.043 0.402 0.248 0.077
H -4.1634 -3.0791 -8.4316 0.286 -0.146 0.044 0.080
H -4.5654 -4.4947 -7.3917 0.431 -0.067 -0.195 0.072
H -2.4353 -1.3232 -7.5096 -0.539 -0.051 -0.352 0.111
H -4.0130 -0.9664 -6.6593 0.032 0.194 -0.325 0.116
H -1.1892 -1.0927 -5.4963 0.090 -0.070 0.053 0.082
H -2.2338 0.3034 -5.5927 -0.129 -0.015 0.223 0.083
H -3.8622 -0.7115 -3.9966 -0.235 -0.081 -0.187 0.102
H -2.3199 -0.8806 -3.2431 0.179 0.218 0.023 0.098
H -1.5758 -4.2393 -4.3513 0.026 0.284 -0.173 0.081
H -1.3975 -3.6862 -2.7406 -0.529 -0.037 0.431 0.066
H -0.9366 -2.5888 -3.9178 0.001 -0.201 -0.612 0.052
H -4.6720 -2.0666 -2.4308 0.285 0.259 -0.012 0.061
H -3.1847 -2.7394 -1.6539 -0.158 0.313 -0.213 0.047
H -4.4319 -3.7536 -2.3756 0.316 -0.347 -0.093 0.080
H -1.6733 -3.4550 -7.8330 -0.712 0.137 -0.376 0.078
H -1.1562 -3.1966 -6.2735 0.068 -0.217 0.353 0.054
H -1.8680 -4.7445 -6.7150 -0.495 -0.046 0.373 0.085
H -5.1771 -4.5215 -4.5995 -0.109 0.216 -0.065 0.098
```
Positions in Å, forces in eV/Å.

Lowest unoccupied orbital energy (eV): -1.269
Molecular weight (g mol⁻¹): 1741.9
Gap between HOMO and LUMO (Eh): 0.231
E_tot (a.u.): -9106.6009